[1]
{"formula": "C4H7N3O", "method": "ωB97M-V/def2-TZVPD", "smiles": "[H]/N=C(/C)N=C.N=C=O", "orbital_gap_ev": 9.53, "symbols": ["H", "N", "C", "C", "N", "C", "H", "H", "H", "H", "H", "N", "C", "O", "H"], "coordinates": [[1.8925, 0.5635, 1.6300], [1.6429, 1.0887, 0.7943], [0.7203, 0.5813, 0.0814], [0.5438, 1.1140, -1.3152], [0.2872, -0.7629, 0.2210], [0.9086, -1.8470, 0.3474], [0.9652, 2.1129, -1.3763], [-0.5165, 1.1368, -1.5609], [1.0504, 0.5127, -2.0691], [1.9841, -1.9577, 0.2181], [0.3364, -2.7373, 0.5768], [-2.2468, -0.4322, 0.2287], [-2.6020, 0.4497, 0.9920], [-3.5053, 1.0022, 1.4913], [-1.4607, -0.8248, -0.2595]]}


[2]
{"formula": "C14H15Cl2NO2", "method": "ωB97M-V/def2-TZVPD", "smiles": "O=C(c1ccc(Cl)c(Cl)c1O)N1CCC2(CCC2)C1", "orbital_gap_ev": 9.53, "symbols": ["O", "C", "C", "C", "C", "C", "Cl", "C", "Cl", "C", "O", "N", "C", "C", "C", "C", "C", "C", "C", "H", "H", "H", "H", "H", "H", "H", "H", "H", "H", "H", "H", "H", "H", "H"], "coordinates": [[0.1857, -0.8468, -2.8854], [0.3760, -0.2999, -1.8094], [0.4355, 1.1759, -1.9051], [-0.4016, 1.9028, -2.7510], [-0.3134, 3.3253, -2.8617], [0.6871, 4.0203, -2.1400], [0.7813, 5.7773, -2.2271], [1.5913, 3.2789, -1.3444], [2.8369, 4.1474, -0.4703], [1.4617, 1.8609, -1.2519], [2.4744, 1.1835, -0.5736], [0.4343, -1.0289, -0.6065], [0.1982, -2.4495, -0.5870], [-0.0293, -2.8210, 0.8577], [-0.4409, -1.5109, 1.4862], [-1.9458, -1.2413, 1.5204], [-1.8341, -1.2894, 3.0368], [-0.3460, -1.5267, 3.0115], [0.3428, -0.4500, 0.7358], [-1.2096, 1.3616, -3.3046], [-1.0852, 3.8014, -3.4114], [3.1809, 1.8322, -0.3942], [-0.7074, -2.6484, -1.1807], [1.0103, -3.0246, -1.0140], [0.9154, -3.1742, 1.2950], [-0.7507, -3.5940, 0.9299], [-2.1766, -0.2349, 1.1328], [-2.5932, -2.0074, 1.0846], [-2.4261, -2.1457, 3.4185], [-2.1137, -0.3447, 3.4921], [0.0134, -2.5040, 3.3613], [0.2546, -0.7312, 3.4545], [1.3693, -0.3058, 1.1257], [-0.1755, 0.5121, 0.7753]]}


[3]
{"formula": "C27H28F4IN6O2Ta", "method": "ωB97M-V/def2-TZVPD", "total_charge": 2, "orbital_gap_ev": 6.93, "symbols": ["Ta", "C", "N", "C", "C", "C", "N", "C", "C", "F", "C", "F", "C", "C", "F", "C", "F", "H", "H", "H", "H", "H", "H", "H", "H", "H", "H", "H", "C", "N", "C", "C", "C", "C", "C", "N", "C", "C", "C", "C", "C", "C", "H", "H", "H", "H", "H", "H", "H", "H", "H", "H", "H", "C", "O", "C", "O", "H", "H", "H", "I", "C", "C", "N", "N", "C", "H", "H", "H"], "coordinates": [[-0.7924, -0.3309, -0.3148], [-0.7067, -2.3041, -2.8724], [-0.3698, -2.3427, -1.4306], [-1.1074, -3.4862, -0.8183], [1.0730, -2.5727, -1.2339], [1.4201, -2.3493, 0.2366], [0.4793, -1.3775, 0.8618], [0.5679, -1.4458, 2.2839], [-0.4973, -1.9134, 3.0457], [-1.6241, -2.3203, 2.4441], [-0.3999, -2.0137, 4.4249], [-1.4562, -2.4465, 5.1009], [0.7680, -1.6892, 5.0817], [1.8500, -1.2678, 4.3319], [2.9971, -0.9536, 4.9182], [1.7517, -1.1555, 2.9582], [2.8159, -0.7359, 2.2487], [-0.5256, -3.2817, -3.3240], [-0.0954, -1.5657, -3.3849], [-1.7632, -2.0596, -2.9868], [-0.6957, -4.4213, -1.2040], [-2.1571, -3.4290, -1.0885], [-1.0117, -3.4675, 0.2639], [1.6143, -1.8959, -1.8875], [1.3369, -3.5923, -1.5246], [2.4493, -1.9942, 0.3128], [1.3672, -3.2827, 0.8006], [0.8408, -1.7752, 6.1574], [0.7504, 1.8248, 1.6783], [-0.4210, 1.4194, 0.8872], [-1.3760, 2.3313, 0.7864], [-2.2699, 2.2356, -0.2736], [-3.4738, 2.8847, -0.5789], [-3.9690, 2.2756, -1.7248], [-3.0515, 1.2813, -2.0802], [-2.0053, 1.2578, -1.2329], [1.8350, 2.4346, 0.8164], [3.1694, 2.1893, 1.1303], [4.1881, 2.7529, 0.3699], [3.8819, 3.5633, -0.7139], [2.5516, 3.8139, -1.0300], [1.5350, 3.2543, -0.2696], [1.1504, 0.9693, 2.2088], [0.4194, 2.5431, 2.4338], [-1.4256, 3.1569, 1.4918], [-3.9153, 3.6982, -0.0251], [-4.8676, 2.5269, -2.2634], [-3.1067, 0.6112, -2.9268], [3.4192, 1.5727, 1.9850], [5.2202, 2.5684, 0.6376], [4.6744, 4.0128, -1.2975], [2.3038, 4.4596, -1.8630], [0.5078, 3.4700, -0.5414], [-4.9352, -1.7427, 0.5413], [-3.8586, -1.7688, -0.4587], [-2.7827, -1.1319, -0.1820], [-2.5604, -0.4959, 0.8654], [-4.5636, -2.1588, 1.4738], [-5.7191, -2.3560, 0.1153], [-5.2643, -0.7162, 0.6785], [2.1854, 2.0799, -5.3700], [1.8089, 1.2691, -3.5197], [2.7245, 0.9738, -2.5242], [2.0520, 0.4593, -1.4896], [0.7179, 0.4442, -1.7361], [0.5733, 0.9390, -2.9744], [3.7922, 1.1125, -2.4814], [2.3807, 0.4068, -0.5305], [-0.4051, 1.0477, -3.4131]]}


[4]
{"formula": "C3H10NO3", "method": "ωB97M-V/def2-TZVPD", "total_charge": 1, "orbital_gap_ev": 11.76, "symbols": ["C", "C", "C", "O", "O", "N", "H", "H", "H", "H", "H", "H", "H", "H", "H", "H", "O"], "coordinates": [[-0.7289, 0.2660, -1.6782], [-1.2665, 0.8251, -0.3961], [-0.9795, -0.1499, 0.7010], [-1.3831, 0.4669, 1.8614], [-0.1662, -1.0484, 0.7265], [0.8091, -0.0227, -1.4745], [-1.2466, -0.6119, -2.1042], [-0.7103, 1.0384, -2.5006], [-2.3389, 0.9966, -0.4684], [-0.6476, 1.7124, -0.0758], [-1.2942, 0.0458, 2.6969], [1.2666, 0.8249, -1.3289], [1.2271, -0.4706, -2.2310], [1.0729, -0.7105, -0.7031], [3.5075, 0.0665, 0.4754], [2.4465, -0.4971, 1.3402], [2.6621, -0.4038, 0.3446]]}


[5]
{"formula": "C9H12N16ReS", "method": "ωB97M-V/def2-TZVPD", "total_charge": 2, "orbital_gap_ev": [6.62, 4.88], "multiplicity": 4, "symbols": ["Re", "N", "C", "N", "N", "N", "N", "C", "N", "N", "N", "N", "H", "C", "C", "N", "N", "C", "S", "N", "N", "H", "H", "H", "H", "H", "H", "N", "C", "C", "N", "C", "C", "N", "H", "H", "H", "H", "H"], "coordinates": [[0.1984, 0.4021, -0.7998], [2.3907, 3.0090, -1.8103], [2.9465, 1.8299, -1.5724], [4.2725, 1.5848, -1.6797], [4.4269, 0.3811, -1.2486], [3.2469, -0.1471, -0.8795], [2.2943, 0.7351, -1.0818], [1.0984, 3.3312, -1.4608], [0.6261, 4.5489, -1.5213], [-0.6090, 4.4597, -0.9951], [-0.8803, 3.2591, -0.6540], [0.2032, 2.4724, -0.9350], [2.9861, 3.7557, -2.1687], [-0.8533, 0.9537, 4.3406], [-1.7127, 0.9375, 3.1358], [-2.9800, 1.1725, 3.0798], [-3.3234, 1.0591, 1.7610], [-2.2980, 0.7512, 0.9879], [-2.1927, 0.4526, -0.6761], [-1.2599, 0.6738, 1.8381], [0.0423, 0.3834, 1.3844], [-1.4917, 1.0533, 5.2148], [-0.1662, 1.8022, 4.3204], [-0.2766, 0.0319, 4.4340], [-4.2790, 1.2253, 1.4745], [0.6657, 1.1167, 1.7268], [0.3376, -0.5153, 1.7724], [-1.9804, -4.4401, -2.2523], [-0.9218, -3.7788, -1.7674], [-0.9343, -2.3778, -1.6001], [0.1408, -1.7339, -1.1328], [1.2361, -2.4628, -0.8223], [1.2043, -3.8423, -0.9661], [0.1538, -4.4958, -1.4201], [-2.7955, -3.9721, -2.6058], [-1.9043, -5.4368, -2.3789], [-1.8067, -1.8006, -1.8606], [2.1192, -1.9500, -0.4794], [2.0757, -4.4288, -0.7014]]}


[6]
{"formula": "C33H57NNaO4SSi2", "method": "ωB97M-V/def2-TZVPD", "total_charge": -1, "orbital_gap_ev": 5.42, "symbols": ["Na", "C", "C", "C", "C", "C", "C", "C", "C", "C", "C", "H", "H", "H", "H", "H", "H", "H", "H", "H", "H", "H", "H", "H", "H", "S", "C", "N", "C", "C", "C", "C", "C", "C", "H", "H", "H", "H", "H", "C", "Si", "C", "C", "C", "H", "H", "H", "H", "H", "H", "H", "H", "H", "H", "H", "C", "C", "C", "C", "O", "Si", "O", "O", "C", "C", "C", "C", "O", "C", "C", "C", "C", "H", "H", "H", "H", "H", "H", "H", "H", "H", "H", "H", "H", "H", "H", "H", "H", "H", "H", "H", "H", "H", "H", "H", "H", "H", "H", "H"], "coordinates": [[-0.3316, -0.1595, 0.6343], [5.5245, 1.4662, 0.8480], [4.1104, 0.8927, 0.9872], [3.8081, 0.5290, 2.4366], [3.0950, 1.8350, 0.3789], [2.8376, 1.7858, -0.9881], [1.9396, 2.6613, -1.5819], [1.2609, 3.6156, -0.8290], [0.2936, 4.5808, -1.4627], [1.5033, 3.6539, 0.5375], [2.4038, 2.7781, 1.1316], [6.2680, 0.7574, 1.2208], [5.6219, 2.3948, 1.4173], [5.7561, 1.6877, -0.1957], [4.0381, -0.0301, 0.4076], [3.8902, 1.3917, 3.1022], [4.5136, -0.2264, 2.7869], [2.7998, 0.1154, 2.5120], [3.3286, 1.0285, -1.5886], [1.7475, 2.5908, -2.6469], [0.7035, 5.5933, -1.4776], [-0.6450, 4.6127, -0.9067], [0.0653, 4.2930, -2.4894], [0.9769, 4.3786, 1.1497], [2.5531, 2.8297, 2.2028], [-2.8567, -2.8024, 3.5743], [-2.1561, -1.4737, 2.7043], [-0.8721, -1.4833, 2.6014], [-0.3302, -2.6028, 3.2183], [1.0274, -2.9163, 3.2662], [1.4148, -4.0719, 3.9094], [0.4712, -4.9175, 4.5079], [-0.8771, -4.6196, 4.4688], [-1.2676, -3.4523, 3.8167], [-2.7866, -0.7031, 2.2719], [1.7389, -2.2622, 2.7776], [2.4635, -4.3380, 3.9394], [0.8011, -5.8221, 5.0020], [-1.6065, -5.2737, 4.9279], [2.6206, -4.6605, -0.5379], [3.0786, -2.8261, -0.2847], [4.1063, -2.3630, -1.8081], [4.3389, -2.8973, 1.1478], [1.7600, -1.6342, -0.0420], [3.4985, -5.3027, -0.6691], [1.9789, -4.7723, -1.4162], [2.0574, -5.0307, 0.3245], [4.9469, -3.0460, -1.9589], [4.5083, -1.3507, -1.7079], [3.4888, -2.3859, -2.7105], [5.0019, -3.7633, 1.0559], [3.8517, -2.9576, 2.1257], [4.9615, -1.9990, 1.1517], [0.9881, -1.8971, 0.6820], [1.3132, -1.3108, -0.9926], [-6.2976, 2.0440, 1.8026], [-5.0034, 1.3973, 2.2945], [-3.9639, 2.4666, 2.6228], [-5.2903, 0.5531, 3.5324], [-4.5286, 0.4965, 1.3015], [-3.5522, 0.8461, -0.0173], [-2.0329, 1.0066, 0.3384], [-3.8300, -0.3879, -1.0944], [-4.7740, -1.4384, -1.1714], [-4.4786, -2.1711, -2.4760], [-4.5953, -2.3879, 0.0116], [-6.1966, -0.8815, -1.1968], [-4.2737, 2.2036, -0.6606], [-3.9443, 2.8781, -1.8657], [-3.9228, 4.3675, -1.5349], [-2.5888, 2.4447, -2.4192], [-5.0411, 2.5723, -2.8844], [-6.6923, 2.7269, 2.5576], [-7.0456, 1.2734, 1.6033], [-6.1090, 2.5931, 0.8799], [-4.3195, 3.0952, 3.4423], [-3.7748, 3.0923, 1.7507], [-3.0174, 2.0046, 2.9080], [-5.7511, 1.1627, 4.3123], [-4.3687, 0.1235, 3.9314], [-5.9692, -0.2622, 3.2744], [-3.4591, -2.5585, -2.4602], [-4.5705, -1.4813, -3.3168], [-5.1726, -3.0013, -2.6223], [-3.5598, -2.7311, 0.0560], [-5.2487, -3.2577, -0.0881], [-4.8355, -1.8709, 0.9409], [-6.3154, -0.1999, -2.0409], [-6.3960, -0.3301, -0.2781], [-6.9237, -1.6908, -1.2935], [-3.1523, 4.5650, -0.7875], [-4.8866, 4.6703, -1.1211], [-3.7145, 4.9674, -2.4239], [-1.8096, 2.5709, -1.6664], [-2.3476, 3.0344, -3.3061], [-2.6129, 1.3880, -2.6938], [-6.0151, 2.8591, -2.4833], [-5.0539, 1.5012, -3.0915], [-4.8676, 3.1098, -3.8195]]}


no.,largest force on an atom (eV/Å),DFT total energy (Ha)
1,4.71,-396.0420
2,2.94,-1668.0791
3,0.70,-2278.3735
4,4.22,-400.5394
5,1.02,-1702.0328
6,0.66,-2787.1724